No. 1
Below is an isolated molecule of C14H17BrN2O2S in a non-equilibrium geometry, with properties calculated with ωB97M-V/def2-TZVPD.

XYZ file:
```
37
Properties=species:S:1:pos:R:3
Br 5.05 1.31 -1.44
S -0.05 -1.39 -1.65
O -0.45 -0.70 -2.88
O -0.41 -2.80 -1.72
N 2.57 -2.00 -0.91
N 1.66 -1.05 -1.36
C -2.89 -0.03 -1.39
C 4.94 -1.89 -0.27
C -1.77 0.43 2.25
C -2.51 0.59 1.06
C -0.80 -0.67 -0.11
C -2.05 -0.03 -0.11
C 1.60 1.51 -2.05
C -0.06 -0.77 1.04
C 3.69 -1.33 -0.81
C -3.79 1.42 0.99
C -2.25 1.04 3.53
C -0.55 -0.26 2.22
C 3.60 0.05 -1.29
C 2.26 0.21 -1.60
H 0.90 -1.33 1.07
H 0.05 -0.30 3.12
H -2.62 0.82 -2.06
H -4.06 1.93 1.92
H 4.75 -2.84 0.26
H 0.81 1.82 -1.35
H -3.68 2.18 0.22
H -1.63 0.77 4.39
H -3.96 -0.01 -1.22
H 5.67 -2.09 -1.04
H 5.40 -1.16 0.44
H -3.27 0.70 3.77
H 1.18 1.44 -3.05
H -4.66 0.84 0.71
H -2.76 -0.90 -1.96
H 2.31 2.34 -2.11
H -2.26 2.12 3.41
```

Results
- SMILES: Cc1ccc(S(=O)(=O)n2nc(C)c(Br)c2C)c(C)c1C
- Total charge: 0
- Frontier orbital gap: 9.87 eV
- 2S+1: 1
- Highest occupied orbital energy: -9.3220 eV

***

No. 2
Below is a structure of composition C14H17Cl2NZr in a non-equilibrium geometry, with properties calculated with ωB97M-V/def2-TZVPD.

XYZ file:
```
35
Properties=species:S:1:pos:R:3
Zr -1.33 -2.24 0.16
Cl -0.61 -3.97 1.57
Cl -0.97 -2.74 -2.10
N -1.20 -0.22 0.78
C -0.74 4.58 1.24
C -2.59 2.66 2.11
C 2.89 -2.61 -1.90
C 2.30 -1.42 -2.64
C 2.18 -2.93 -0.57
C 2.22 -0.18 -1.73
C -1.27 0.92 1.06
C -0.51 3.24 0.95
C 1.53 -1.71 0.07
C -2.81 4.01 2.38
C -3.39 -2.59 0.24
C 1.62 -0.51 -0.41
C -1.45 2.27 1.38
C -1.88 4.97 1.94
H 3.95 -2.40 -1.68
H 1.65 0.61 -2.23
H 1.43 -3.72 -0.73
H 1.29 -1.68 -2.97
H 1.16 -1.90 1.10
H -2.06 6.03 2.16
H 0.37 2.91 0.40
H 1.27 0.35 0.17
H 2.88 -3.50 -2.55
H -4.10 -2.38 -0.57
H -3.30 1.90 2.44
H 3.24 0.21 -1.59
H -3.90 -3.06 1.10
H -0.01 5.33 0.90
H 2.92 -3.37 0.12
H -3.70 4.31 2.94
H 2.90 -1.20 -3.53
```

Results
- Total charge: 0
- Frontier orbital gap (alpha / beta): 5.24 / 5.24 eV
- 2S+1: 1
- Highest occupied orbital energy (alpha / beta): -6.4836 / -6.4847 eV

***

No. 3
Below is a structure of composition C14H17FeNO2 in a non-equilibrium geometry, with properties calculated with ωB97M-V/def2-TZVPD.

XYZ file:
```
35
Properties=species:S:1:pos:R:3
Fe -0.04 -0.08 0.12
O -2.59 -0.54 3.20
O -1.73 0.28 1.26
N 0.71 -0.18 2.09
C 1.29 -0.13 4.83
C 2.31 -0.03 3.88
C 1.98 -0.06 2.51
C -1.19 1.19 -2.82
C 1.39 -0.23 -1.40
C -2.06 0.34 -1.87
C 0.11 1.83 -2.28
C -1.67 -0.18 2.46
C -0.03 -0.23 4.39
C -1.39 -0.84 -1.29
C 0.94 1.10 -1.25
C 0.88 -1.12 -2.52
C -0.28 -0.24 3.02
C -0.54 -1.69 -2.23
H -0.93 0.56 -3.68
H 2.38 -0.52 -1.02
H 0.87 -0.57 -3.48
H 3.35 0.07 4.17
H 1.51 -0.12 5.90
H 0.73 2.03 -3.18
H -2.91 -0.01 -2.51
H -2.07 -1.46 -0.68
H -1.81 2.01 -3.20
H -0.41 -2.67 -1.75
H 1.57 1.78 -0.65
H -1.06 -1.87 -3.18
H 2.74 0.04 1.74
H -2.56 0.93 -1.10
H 1.56 -1.97 -2.65
H -0.13 2.83 -1.87
H -0.89 -0.27 5.05
```

Results
- Total charge: 0
- Frontier orbital gap (alpha / beta): 6.57 / 7.74 eV
- 2S+1: 5
- Highest occupied orbital energy (alpha / beta): -6.6637 / -8.1593 eV

***

Sequential energy relative to the best compared isomer or geometry (same formula, charge and spin) output: 34.65 0.00 0.00 kcal per mole